# C46H45As2CrFN8O5S

A structure of composition C46H45As2CrFN8O5S (ωB97M-V/def2-TZVPD, OMol25).

Structure (XYZ):
```
109
Properties=species:S:1:pos:R:3:forces:R:3:lowdin_charge:R:1
Cr 1.6538 -0.1960 0.7393 0.1 0.0 0.0 0.536
C 0.7363 -2.5741 3.8640 0.0 0.0 0.0 -0.245
As 0.3839 -0.9832 2.8222 0.0 0.0 -0.1 1.188
C -1.5333 -1.1892 2.5347 0.0 0.0 0.0 -0.240
C 0.4161 0.5023 4.0695 0.0 0.0 0.0 -0.391
C 0.3503 0.3194 5.4461 0.0 0.0 0.0 -0.093
C 0.4106 1.4105 6.2986 0.0 0.0 0.0 -0.081
C 0.5474 2.6898 5.7779 0.0 0.0 0.0 -0.083
C 0.6114 2.8770 4.4059 0.0 0.0 0.0 -0.098
C 0.5431 1.7888 3.5403 0.0 0.0 0.0 -0.392
As 0.5242 2.0029 1.5958 0.1 0.0 0.0 1.188
C 1.4887 3.6570 1.3062 0.0 0.0 0.1 -0.257
C -1.3284 2.5686 1.3566 0.0 0.0 0.0 -0.258
H -0.0624 -2.7336 4.5869 0.0 0.0 0.0 0.032
H 1.6997 -2.4774 4.3531 0.0 0.0 0.0 0.022
H 0.7693 -3.4141 3.1717 0.0 0.0 0.0 0.041
H -2.0470 -1.2313 3.4944 0.0 0.0 0.0 0.036
H -1.7190 -2.1046 1.9735 0.0 0.0 0.0 0.038
H -1.9107 -0.3504 1.9539 0.0 0.0 0.0 0.008
H 0.2684 -0.6792 5.8589 0.0 0.0 0.0 0.100
H 0.3664 1.2622 7.3705 0.0 0.0 0.0 0.106
H 0.6147 3.5425 6.4417 0.0 0.0 0.0 0.107
H 0.7243 3.8809 4.0144 0.0 0.0 0.0 0.098
H 1.0076 4.4902 1.8156 0.0 0.0 0.0 0.031
H 1.4888 3.8408 0.2346 0.0 0.0 0.0 0.015
H 2.5052 3.5340 1.6680 0.0 0.0 0.0 0.006
H -1.7618 2.7904 2.3296 0.0 0.0 0.0 0.034
H -1.8978 1.7858 0.8639 0.0 0.0 0.0 -0.003
H -1.3379 3.4483 0.7204 0.0 0.0 0.0 0.016
F -4.7157 0.1031 -0.8987 -0.1 -0.1 -0.2 0.023
C -3.8864 -0.9063 -1.3135 -0.2 0.0 0.1 -0.212
C -2.5884 -0.8034 -0.8717 0.1 0.0 0.0 0.044
C -1.6548 -1.8229 -1.1353 -0.1 0.1 0.0 -0.085
C -0.3131 -1.7022 -0.7288 0.0 -0.1 -0.1 -0.298
O 0.0764 -0.5336 -0.2706 0.0 0.2 0.2 -0.273
C 0.5441 -2.8309 -0.8683 0.1 0.0 -0.1 -0.041
C 0.0562 -3.9481 -1.4682 -0.1 0.0 0.0 0.025
N -1.2240 -4.0376 -1.9678 0.1 0.0 0.0 0.004
C -1.6585 -5.2476 -2.6036 0.0 0.0 0.0 -0.277
C -0.7231 -5.9443 -3.5417 0.0 0.0 0.0 -0.087
C -1.9211 -5.2214 -4.0832 0.0 0.0 0.0 -0.104
C -2.1269 -2.9865 -1.7979 -0.1 -0.1 0.0 -0.122
C -3.4318 -3.0486 -2.2464 0.0 0.1 0.0 0.027
C -4.3473 -1.9621 -2.0848 0.1 -0.1 -0.1 -0.172
N -5.5797 -2.0472 -2.8262 -0.1 0.0 0.1 -0.084
C -6.5469 -0.9667 -2.6967 0.0 0.1 0.1 -0.148
C -6.0762 0.3443 -3.3188 0.0 0.0 -0.1 -0.110
N -5.5991 0.1530 -4.7286 -0.3 -0.4 -0.1 0.039
C -4.7115 -1.0520 -4.8931 0.0 0.1 0.1 -0.085
C -5.3637 -2.2699 -4.2554 0.2 0.0 0.0 -0.155
C 1.9846 -2.8793 -0.4027 -0.1 0.1 0.1 -0.551
O 2.6842 -3.8161 -0.7342 0.0 0.0 0.0 0.070
O 2.3944 -1.9132 0.3759 -0.1 -0.1 -0.2 -0.142
H -2.2819 0.0692 -0.3186 0.0 0.0 0.0 0.093
H 0.6823 -4.8192 -1.5828 0.0 0.0 0.0 0.135
H -2.3120 -5.8660 -1.9956 0.0 0.0 0.0 0.153
H -0.7263 -7.0246 -3.5343 0.0 0.0 0.0 0.105
H 0.2443 -5.4909 -3.7056 0.0 0.0 0.0 0.108
H -2.7535 -5.7996 -4.4618 0.0 0.0 0.0 0.100
H -1.7397 -4.2790 -4.5831 0.0 0.0 0.0 0.110
H -3.7944 -3.9487 -2.7202 0.0 0.0 0.0 0.101
H -6.7740 -0.7828 -1.6508 0.0 0.0 0.0 0.129
H -7.4730 -1.3009 -3.1753 0.0 0.0 0.0 0.124
H -5.2237 0.7575 -2.8047 0.1 0.1 0.1 0.083
H -6.8516 1.1081 -3.3407 -0.1 0.0 0.0 0.138
H -5.0624 1.0069 -4.9565 0.2 0.2 0.1 0.094
H -6.3953 0.0591 -5.3563 0.0 0.1 0.0 0.173
H -3.7854 -0.8357 -4.3616 0.0 0.1 0.0 0.131
H -4.4955 -1.1625 -5.9540 -0.1 0.0 0.0 0.134
H -4.7118 -3.1243 -4.4139 0.0 0.0 0.0 0.111
H -6.3244 -2.5041 -4.7241 0.0 0.0 0.0 0.128
O 3.1028 -0.8831 3.5119 0.0 0.1 0.0 -0.368
S 4.0493 0.0621 2.9673 0.0 0.0 0.0 0.605
O 5.4192 -0.3556 2.8667 0.0 0.0 0.0 -0.265
N 3.4466 0.5816 1.5646 0.0 -0.1 0.1 -0.195
C 4.2924 1.1707 0.6121 0.1 0.0 0.0 -0.250
C 5.5588 1.6872 0.8049 -0.1 0.0 0.0 -0.031
C 6.2769 2.2762 -0.2536 0.0 0.0 0.0 -0.063
C 5.7637 2.3565 -1.5147 0.0 0.0 0.0 -0.043
C 4.4819 1.8211 -1.7652 0.0 0.0 0.0 -0.145
C 3.8839 1.8155 -3.0454 0.0 0.0 0.0 0.015
C 2.6617 1.2410 -3.2296 0.0 0.0 0.0 -0.021
C 2.0083 0.6782 -2.1208 0.0 0.0 0.0 -0.093
N 2.5259 0.6897 -0.9142 0.0 -0.1 0.0 0.037
C 3.7584 1.2387 -0.7075 0.0 0.0 0.0 -0.136
C 4.0330 1.4411 4.1048 0.0 0.0 -0.1 -0.251
C 4.2352 2.7478 3.6841 0.0 0.0 0.0 -0.074
C 4.2981 3.7698 4.6194 0.0 0.0 0.0 -0.072
C 4.1719 3.4848 5.9717 0.0 0.0 0.0 -0.086
C 3.9723 2.1761 6.3866 0.0 0.0 0.0 -0.079
C 3.8973 1.1518 5.4551 0.0 0.0 0.0 -0.059
H 6.0325 1.6198 1.7702 0.0 0.0 0.0 0.100
H 7.2673 2.6614 -0.0466 0.0 0.0 0.0 0.108
H 6.3225 2.8032 -2.3270 0.0 0.0 0.0 0.111
H 4.4176 2.2626 -3.8756 0.0 0.0 0.0 0.123
H 2.1800 1.2215 -4.1965 0.0 0.0 0.0 0.089
H 1.0352 0.2155 -2.2110 0.0 0.0 0.0 0.113
H 4.3519 2.9705 2.6338 0.0 0.0 0.0 0.085
H 4.4540 4.7892 4.2895 0.0 0.0 0.0 0.107
H 4.2275 4.2830 6.7012 0.0 0.0 0.0 0.103
H 3.8686 1.9501 7.4403 0.0 0.0 0.0 0.108
H 3.7264 0.1294 5.7657 0.0 0.0 0.0 0.118
N -0.2079 2.6689 -1.4490 0.0 0.2 -0.2 0.178
C -0.6810 2.5982 -2.5021 -0.3 -0.2 0.3 -0.198
C -1.2710 2.4509 -3.7728 0.2 0.0 -0.1 -0.277
C -0.4233 2.3456 -4.9017 0.0 0.1 -0.1 -0.260
N 0.2795 2.2639 -5.8151 0.0 -0.1 0.1 0.121
C -2.6448 2.2896 -3.9520 0.0 0.0 0.0 -0.191
N -3.7781 2.1446 -4.1575 0.0 0.0 -0.2 0.136
```
Forces are in eV/Å.

As for the net charge: 0. Its spin multiplicity is 5. As for the molecular weight: 1042.8 g/mol. For the frontier orbital gap (alpha / beta), the calculation gives 4.7 / 7.5 eV. As for the calculated total energy: -234242.141 eV. For the HOMO energy (alpha / beta), the calculation gives -4.9 / -7.7 eV. The LUMO energy (alpha / beta) is -0.008 / -0.008 hartree.